{"formula": "C11H27Cl2CrN2OP2", "method": "wB97M-V/def2-TZVPD", "elements": ["C", "C", "H", "H", "H", "O", "Cl", "Cr", "P", "C", "C", "H", "H", "H", "H", "H", "H", "C", "H", "H", "H", "P", "C", "C", "H", "H", "H", "C", "H", "H", "H", "H", "H", "H", "Cl", "C", "N", "C", "C", "N", "H", "H", "H", "H", "H", "H"], "coordinates": [[0.9614, 1.2553, -1.6640], [-0.1676, 1.7549, -0.8181], [1.8229, 1.9251, -1.5155], [0.6567, 1.3111, -2.7208], [1.3062, 0.2005, -1.4651], [-0.6845, 2.8626, -0.9171], [1.4442, -2.9149, 0.1084], [0.4324, -0.9862, 0.1256], [-0.9681, -1.5839, -1.7780], [-2.2685, -0.4851, -2.4122], [0.0490, -1.9942, -3.2286], [-0.5423, -2.5791, -3.9456], [-2.2706, -3.5549, -2.3134], [0.9146, -2.5797, -2.8959], [-1.1623, -3.8224, -0.9193], [-1.9448, 0.5627, -2.4174], [0.4061, -1.0723, -3.7058], [-1.8571, -3.1203, -1.3936], [-2.5274, -0.7865, -3.4363], [-2.6640, -2.8938, -0.6868], [-3.1542, -0.5783, -1.7693], [2.2631, 0.0900, 1.3402], [2.1876, 1.8595, 1.7451], [2.5454, -0.7359, 2.9334], [3.9291, -1.1505, 0.1312], [4.6704, 0.1706, 1.1037], [3.8329, 0.5376, -0.4426], [3.8345, -0.1047, 0.4468], [2.6236, -1.8153, 2.7621], [3.4643, -0.3586, 3.4016], [3.2070, 2.2457, 1.8879], [1.6128, 1.9871, 2.6711], [1.6821, -0.5500, 3.5818], [1.6982, 2.4280, 0.9445], [-0.8304, -1.4742, 1.9783], [-2.5572, 2.9216, 2.0565], [-2.4593, 1.4847, 1.6806], [-3.5378, 0.5986, 2.1981], [-1.6748, 1.0652, 0.7877], [-0.6126, 0.8206, 0.1696], [-3.4020, 2.9982, 2.7413], [-2.7422, 3.5394, 1.1689], [-1.6466, 3.2446, 2.5750], [-4.3087, 0.4570, 1.4268], [-3.1048, -0.3662, 2.4831], [-3.9698, 1.0983, 3.0654]], "orbital_gap_ev": [5.9, 6.7], "total_charge": 2, "e_above_lowest_kcal_mol": 22.47, "s2": 3.813, "e_tot_ev": -88902.0505, "largest_force_ev_per_a": 3.62, "multiplicity": 4, "lumo_energy_ev": [-9.34, -9.25]}